Entry 1:
DFT (ωB97M-V/def2-TZVPD) results for a molecular structure, C27H21Br4N6O2OsS at a distorted geometry.

XYZ file:
```
62
Properties=species:S:1:pos:R:3:nbo_charge:R:1
Os 0.082 0.114 -0.859 1.19
C -3.711 3.671 0.037 -0.18
C -2.883 3.427 -1.081 -0.20
C -1.620 2.820 -0.967 -0.14
C -1.185 2.524 0.351 0.11
C -2.001 2.751 1.499 -0.22
C -3.259 3.333 1.310 -0.20
N -0.052 1.754 0.448 -0.41
C 0.700 1.620 1.537 0.16
C 0.926 2.617 2.501 -0.21
C 1.567 2.313 3.655 -0.22
C 2.278 1.124 3.828 -0.16
C 2.016 0.088 2.903 -0.23
C 1.305 0.356 1.740 0.12
N 1.240 -0.512 0.591 -0.31
N 2.202 -1.428 0.425 -0.27
C 1.940 -2.141 -0.704 0.30
C 2.737 -3.190 -1.147 -0.24
C 2.501 -3.792 -2.394 -0.14
C 1.357 -3.391 -3.094 -0.29
C 0.579 -2.319 -2.649 0.07
N 0.853 -1.687 -1.508 -0.50
H -4.700 4.030 -0.192 0.23
H -3.135 3.776 -2.117 0.23
H -1.038 2.561 -1.833 0.23
H -1.617 2.337 2.422 0.23
H -3.996 3.424 2.080 0.23
H 0.520 3.613 2.361 0.23
H 1.532 3.105 4.392 0.23
H 3.010 0.921 4.612 0.24
H 2.455 -0.891 2.984 0.24
H 3.512 -3.516 -0.472 0.24
H 3.203 -4.591 -2.759 0.25
H 1.186 -3.888 -4.108 0.25
H -0.260 -1.935 -3.172 0.23
Br 1.104 1.677 -7.490 0.17
C 1.122 1.747 -5.619 -0.11
C 2.312 2.260 -5.005 -0.14
Br 3.424 3.405 -5.967 0.17
C 2.506 2.185 -3.653 -0.19
Br 4.067 2.813 -2.798 0.14
C 1.507 1.623 -2.874 0.35
O 1.668 1.187 -1.627 -0.60
C 0.238 1.168 -3.500 0.27
O -0.665 0.634 -2.703 -0.63
C 0.066 1.257 -4.877 -0.17
Br -1.695 1.149 -5.623 0.12
S -1.829 -0.924 0.006 -0.07
C -1.571 -1.858 1.434 0.38
N -2.105 -1.383 2.591 -0.56
C -2.107 -2.027 3.878 -0.22
C -1.155 -3.259 3.873 -0.43
C -1.319 -4.032 2.515 -0.23
N -0.992 -3.055 1.441 -0.57
H -2.592 -0.503 2.446 0.43
H -3.212 -2.231 4.072 0.21
H -1.807 -1.254 4.661 0.23
H -1.514 -3.860 4.689 0.24
H -0.139 -2.935 4.097 0.23
H -2.311 -4.541 2.509 0.22
H -0.643 -4.910 2.391 0.24
H -0.604 -3.329 0.513 0.44
```

## Properties
spin multiplicity: 5
E_HOMO (alpha / beta): -0.33716 / -0.38644 Eh
net charge: +1
energy: -12305.146722 Eh

***

Entry 2:
DFT (ωB97M-V/def2-TZVPD) results for 6 unconnected molecules or ions with the total composition C43H89NO21S6Si at a distorted geometry.

XYZ file:
```
161
Properties=species:S:1:pos:R:3:mulliken_charge:R:1
C 7.896 -0.517 -1.224 -0.53
C 6.822 -0.133 -0.074 0.40
O 6.914 -0.658 1.071 -0.57
O 5.769 0.770 -0.392 -0.27
C 6.316 2.121 -0.650 -0.55
C 6.051 2.588 -2.190 0.16
C 5.582 4.122 -2.202 -0.37
C 5.109 4.675 -3.635 -0.76
C 4.008 3.778 -4.384 -0.58
C 2.501 4.407 -4.324 -0.90
C 2.271 4.882 -2.809 0.45
C 0.741 5.144 -2.403 -1.36
C 0.314 4.428 -0.999 0.96
C 0.512 2.835 -1.289 -0.03
O -0.022 2.420 -2.572 -0.38
C -1.322 1.845 -2.450 0.20
C -2.585 2.726 -2.619 -0.14
C -4.048 2.244 -2.495 0.62
C -5.194 3.364 -2.664 -1.15
C -4.301 0.751 -2.185 -0.89
C -3.059 -0.192 -2.042 -0.10
C -1.579 0.318 -2.174 0.50
C -0.389 -0.731 -2.024 0.34
C -0.684 -1.900 -3.126 -1.02
C -0.370 -1.501 -0.598 -0.53
C 1.329 5.002 0.106 -0.55
C 0.649 5.549 1.453 -0.19
N 0.119 6.922 1.164 -0.72
C -0.527 4.625 2.054 0.12
Si 0.088 3.098 3.045 -0.47
C -1.288 2.229 4.077 -0.64
C 1.064 1.805 2.031 0.11
C 1.343 3.795 4.359 -1.11
S -1.686 4.242 0.665 1.62
O -2.943 5.070 0.920 -0.87
O -2.159 2.796 0.651 -0.53
O -1.082 4.776 -0.801 -0.55
H 7.970 -1.642 -1.381 0.38
H 7.519 -0.064 -2.216 0.17
H 8.901 -0.030 -0.983 0.14
H 5.805 2.806 0.111 0.35
H 7.427 2.086 -0.384 0.28
H 7.078 2.532 -2.701 -0.18
H 5.289 1.847 -2.603 0.28
H 4.829 4.266 -1.357 0.11
H 6.513 4.745 -1.904 0.35
H 6.060 4.699 -4.296 0.34
H 4.814 5.772 -3.490 0.38
H 3.913 2.709 -3.994 0.23
H 4.340 3.695 -5.482 0.37
H 2.550 5.340 -5.006 0.30
H 1.711 3.682 -4.720 0.28
H 2.817 5.894 -2.682 0.49
H 2.821 4.146 -2.132 -0.65
H 0.586 6.278 -2.228 0.32
H 0.003 4.878 -3.253 0.32
H 0.044 2.176 -0.485 -0.03
H 1.638 2.570 -1.311 0.14
H -2.398 3.846 -2.818 -0.11
H -6.164 2.962 -3.103 0.37
H -4.743 4.243 -3.247 0.32
H -5.417 3.777 -1.609 0.23
H -5.381 0.408 -2.063 0.29
H -3.296 -1.298 -1.826 0.07
H 0.648 -0.316 -2.250 0.21
H -1.602 -2.518 -2.790 0.07
H -0.961 -1.442 -4.142 0.33
H 0.207 -2.593 -3.287 0.37
H -0.019 -0.780 0.227 -0.07
H 0.428 -2.338 -0.664 0.39
H -1.360 -2.006 -0.345 0.02
H 2.001 5.861 -0.280 0.45
H 2.068 4.152 0.366 -0.04
H 1.455 5.672 2.261 0.23
H -0.170 7.005 0.180 0.34
H -0.712 7.122 1.744 0.34
H -1.100 5.290 2.810 0.49
H -0.720 1.527 4.803 0.12
H -1.953 1.599 3.398 0.19
H -1.841 2.982 4.731 0.39
H 0.364 1.136 1.417 -0.64
H 1.568 1.103 2.804 0.45
H 1.911 2.219 1.390 0.24
H 1.740 2.988 5.059 0.32
H 2.229 4.229 3.749 0.29
H 0.878 4.697 4.897 0.30
C 10.084 2.731 -6.613 -0.87
C 10.747 1.711 -5.706 -0.25
O 11.427 2.337 -4.618 -0.35
S 10.550 2.889 -3.375 1.24
C 11.897 3.162 -2.259 -1.07
O 9.736 1.816 -2.865 -0.53
O 9.990 4.164 -3.733 -0.62
H 9.261 3.236 -6.101 0.18
H 9.680 2.248 -7.506 0.39
H 10.797 3.501 -6.915 0.26
H 10.023 0.978 -5.339 0.26
H 11.500 1.162 -6.275 0.29
H 12.358 2.204 -2.019 0.32
H 11.496 3.622 -1.356 0.38
H 12.616 3.832 -2.731 0.37
C 0.616 -4.579 5.364 -1.04
C 0.246 -3.844 4.090 -0.31
O -0.995 -3.152 4.222 -0.10
S -1.017 -1.758 5.045 1.07
C -2.628 -1.228 4.541 -1.10
O -0.039 -0.866 4.476 -0.55
O -1.053 -2.052 6.453 -0.65
H 0.841 -3.878 6.171 0.30
H 1.496 -5.206 5.207 0.40
H -0.212 -5.206 5.704 0.26
H 1.041 -3.158 3.783 0.27
H 0.118 -4.570 3.283 0.29
H -2.620 -1.049 3.466 0.31
H -2.861 -0.306 5.073 0.43
H -3.353 -2.000 4.801 0.43
C -4.004 -8.544 -3.009 -0.95
C -4.405 -7.172 -3.519 -0.35
O -4.802 -6.310 -2.453 -0.30
S -3.651 -5.644 -1.531 1.10
C -4.682 -4.457 -0.716 -1.07
O -2.720 -4.944 -2.377 -0.61
O -3.217 -6.612 -0.559 -0.52
H -3.087 -8.491 -2.417 0.27
H -3.828 -9.229 -3.842 0.39
H -4.782 -8.960 -2.364 0.25
H -3.601 -6.717 -4.105 0.31
H -5.269 -7.275 -4.180 0.28
H -5.054 -3.746 -1.453 0.35
H -4.075 -3.942 0.030 0.38
H -5.505 -4.979 -0.229 0.39
C -7.903 2.209 1.698 -1.04
C -7.031 2.005 2.923 -0.26
O -7.553 0.985 3.777 -0.27
S -7.337 -0.561 3.352 1.16
C -7.811 -1.283 4.898 -0.99
O -5.932 -0.795 3.143 -0.51
O -8.322 -0.912 2.365 -0.62
H -7.870 1.335 1.042 0.27
H -7.565 3.074 1.124 0.40
H -8.946 2.357 1.986 0.28
H -5.998 1.782 2.640 0.29
H -7.014 2.928 3.507 0.26
H -7.095 -0.983 5.663 0.31
H -7.801 -2.366 4.778 0.37
H -8.816 -0.946 5.152 0.35
C -3.800 -7.772 2.218 -0.77
C -4.015 -9.222 2.604 -0.48
O -4.767 -9.341 3.813 -0.26
S -6.367 -9.109 3.751 1.18
C -6.744 -9.747 5.359 -0.93
O -6.928 -9.990 2.760 -0.64
O -6.631 -7.695 3.748 -0.58
H -4.742 -7.296 1.936 0.25
H -3.118 -7.695 1.370 0.36
H -3.390 -7.204 3.057 0.29
H -4.493 -9.781 1.795 0.33
H -3.045 -9.690 2.790 0.29
H -6.503 -10.810 5.384 0.31
H -7.810 -9.600 5.536 0.37
H -6.165 -9.199 6.101 0.31
```

## Properties
energy above the lowest of the compared OMol25 structures with the same formula, charge and spin: 0.0 kJ/mol
E_HOMO: -0.29003 Eh
net charge: 0
energy: -6004.859651 Eh

***

Entry 3:
DFT (ωB97M-V/def2-TZVPD) results for 5 unconnected molecules or ions with the total composition C25H25N5 at a distorted geometry.

XYZ file:
```
55
Properties=species:S:1:pos:R:3:nbo_charge:R:1
C -13.148 31.920 21.873 -0.18
C -14.509 32.082 21.704 -0.26
C -14.961 33.051 20.810 0.03
N -14.153 33.867 20.138 -0.42
C -12.843 33.693 20.280 0.03
C -12.300 32.766 21.160 -0.26
H -12.731 31.245 22.606 0.23
H -15.260 31.480 22.198 0.22
H -16.010 33.276 20.658 0.19
H -12.147 34.308 19.721 0.19
H -11.234 32.724 21.339 0.21
C -11.076 31.951 27.954 -0.17
C -12.181 32.694 27.584 -0.27
C -13.418 32.047 27.494 0.03
N -13.571 30.746 27.678 -0.42
C -12.513 30.005 28.008 0.03
C -11.263 30.586 28.159 -0.25
H -10.049 32.285 27.999 0.22
H -12.097 33.753 27.373 0.22
H -14.290 32.620 27.202 0.19
H -12.697 28.955 28.191 0.20
H -10.399 29.975 28.392 0.22
C -9.651 36.149 24.949 -0.17
C -10.574 36.668 25.857 -0.26
C -10.479 36.212 27.155 0.03
N -9.616 35.283 27.586 -0.42
C -8.738 34.822 26.694 0.04
C -8.704 35.250 25.364 -0.27
H -9.556 36.573 23.954 0.22
H -11.308 37.392 25.538 0.23
H -11.167 36.574 27.913 0.20
H -8.041 34.076 27.054 0.19
H -7.896 34.922 24.725 0.22
C -13.096 25.591 24.345 -0.17
C -14.070 24.972 23.580 -0.27
C -14.528 25.626 22.451 0.03
N -14.143 26.857 22.092 -0.42
C -13.233 27.432 22.881 0.03
C -12.622 26.840 23.976 -0.26
H -12.649 25.016 25.150 0.21
H -14.475 23.988 23.775 0.22
H -15.268 25.144 21.821 0.19
H -13.030 28.476 22.665 0.20
H -11.828 27.364 24.487 0.24
C -9.351 32.122 23.450 -0.17
C -9.109 30.929 22.815 -0.26
C -9.971 29.863 23.029 0.03
N -10.993 29.910 23.891 -0.44
C -11.130 31.027 24.623 0.03
C -10.357 32.153 24.394 -0.26
H -8.681 32.930 23.179 0.22
H -8.311 30.789 22.095 0.22
H -9.843 28.941 22.476 0.20
H -11.990 31.150 25.271 0.21
H -10.524 33.063 24.958 0.23
```

## Properties
energy above the lowest of the compared OMol25 structures with the same formula, charge and spin: 255.7 kJ/mol
E_HOMO: -0.34501 Eh
net charge: 0
energy: -1241.382008 Eh

***

Entry 4:
DFT (ωB97M-V/def2-TZVPD) results for C4H8O in the gas phase at a distorted geometry.

XYZ file:
```
13
Properties=species:S:1:pos:R:3:nbo_charge:R:1
C 2.119 0.041 -0.020 -0.64
C 0.647 -0.174 -0.032 -0.34
C -0.183 0.863 -0.010 0.15
O -1.533 0.842 -0.032 -0.50
C -2.154 -0.400 -0.009 -0.25
H 2.467 0.425 0.977 0.21
H 2.677 -0.899 -0.139 0.22
H 2.488 0.715 -0.814 0.22
H 0.275 -1.203 -0.012 0.21
H 0.157 1.913 0.057 0.18
H -1.869 -0.903 0.926 0.17
H -1.850 -0.993 -0.858 0.17
H -3.241 -0.227 -0.034 0.20
```

## Properties
energy above the lowest of the compared OMol25 structures with the same formula, charge and spin: 116.6 kJ/mol
E_HOMO: -0.31439 Eh
net charge: 0
energy: -232.401210 Eh

***

Entry 5:
DFT (ωB97M-V/def2-TZVPD) results for 11 unconnected molecules or ions with the total composition C33H77N11O11 at a distorted geometry.

XYZ file:
```
132
Properties=species:S:1:pos:R:3:mulliken_charge:R:1
C 0.860 0.363 -6.538 -0.86
N 0.324 0.505 -7.901 0.11
C 0.951 -0.256 -9.042 -0.87
C -0.621 1.372 -8.112 0.19
O -1.193 1.560 -9.190 -0.64
H 1.064 -0.685 -6.321 0.25
H 0.154 0.785 -5.823 0.31
H 1.860 0.794 -6.478 0.32
H 1.937 0.140 -9.282 0.34
H 1.248 -1.252 -8.714 0.29
H 0.414 -0.240 -9.991 0.29
H -0.848 1.909 -7.178 0.28
C -7.010 -3.537 -2.536 -0.86
N -6.943 -3.181 -1.078 0.12
C -8.091 -3.309 -0.245 -0.94
C -5.826 -2.674 -0.629 0.18
O -5.661 -2.223 0.531 -0.69
H -6.272 -3.127 -3.225 0.22
H -8.018 -3.348 -2.905 0.36
H -6.947 -4.623 -2.613 0.35
H -8.696 -4.128 -0.635 0.36
H -7.757 -3.367 0.791 0.32
H -8.634 -2.377 -0.400 0.30
H -5.104 -2.625 -1.458 0.27
C 3.630 -5.018 -3.428 -0.93
N 2.672 -5.286 -4.540 0.09
C 1.359 -4.876 -4.153 -1.04
C 3.018 -5.852 -5.682 0.19
O 2.243 -6.276 -6.517 -0.60
H 3.152 -5.293 -2.488 0.31
H 3.894 -3.961 -3.454 0.32
H 4.545 -5.599 -3.542 0.34
H 1.007 -5.603 -3.422 0.39
H 1.320 -3.839 -3.819 0.32
H 0.572 -5.128 -4.863 0.34
H 4.115 -5.945 -5.722 0.27
C -8.134 2.423 -0.161 -0.84
N -7.404 3.252 0.834 0.14
C -6.136 2.666 1.358 -1.01
C -7.873 4.511 1.084 0.20
O -7.332 5.266 1.990 -0.63
H -9.004 2.944 -0.560 0.27
H -8.330 1.421 0.219 0.28
H -7.495 2.228 -1.022 0.32
H -5.700 3.322 2.111 0.33
H -6.458 1.772 1.892 0.38
H -5.326 2.574 0.634 0.30
H -8.834 4.753 0.604 0.26
C 1.381 -0.432 2.118 -0.87
N 1.215 -0.543 0.663 0.12
C 2.449 -0.769 -0.082 -0.92
C -0.036 -0.436 0.052 0.25
O -0.162 -0.499 -1.149 -0.63
H 2.030 0.417 2.334 0.34
H 1.895 -1.241 2.638 0.30
H 0.470 -0.351 2.711 0.26
H 2.976 0.179 0.024 0.34
H 3.040 -1.571 0.361 0.29
H 2.265 -1.018 -1.127 0.26
H -0.806 -0.308 0.829 0.27
C 5.000 5.813 2.399 -0.84
N 5.433 5.477 3.783 0.16
C 5.820 6.608 4.717 -1.03
C 5.555 4.245 4.317 0.12
O 5.350 3.175 3.682 -0.64
H 5.555 6.676 2.030 0.33
H 3.932 6.026 2.356 0.26
H 5.185 4.958 1.749 0.31
H 5.663 6.319 5.756 0.35
H 6.864 6.841 4.506 0.35
H 5.236 7.521 4.607 0.34
H 5.899 4.271 5.362 0.28
C 5.604 -2.909 3.976 -1.02
N 6.541 -3.212 5.026 0.13
C 6.944 -4.647 5.243 -0.91
C 7.123 -2.202 5.680 0.20
O 7.947 -2.352 6.593 -0.62
H 4.820 -3.642 4.167 0.31
H 6.029 -3.219 3.022 0.33
H 5.168 -1.912 4.040 0.36
H 6.096 -5.321 5.361 0.31
H 7.497 -4.977 4.363 0.34
H 7.527 -4.852 6.141 0.29
H 6.745 -1.207 5.398 0.29
C 8.946 1.842 -0.204 -0.88
N 8.687 0.398 0.056 0.12
C 9.672 -0.273 1.053 -0.92
C 7.768 -0.335 -0.678 0.16
O 7.801 -1.562 -0.731 -0.62
H 9.931 1.969 -0.654 0.31
H 8.933 2.387 0.740 0.28
H 8.203 2.220 -0.906 0.30
H 9.348 -1.248 1.417 0.29
H 10.620 -0.578 0.609 0.33
H 9.874 0.320 1.945 0.33
H 7.011 0.287 -1.179 0.29
C -4.730 0.055 -5.363 -0.96
N -5.679 -0.025 -6.488 0.12
C -6.685 0.990 -6.483 -0.95
C -5.568 -0.963 -7.391 0.21
O -6.375 -1.114 -8.344 -0.65
H -4.116 -0.805 -5.096 0.35
H -5.340 0.252 -4.482 0.27
H -4.103 0.915 -5.596 0.35
H -7.291 0.937 -7.387 0.33
H -7.312 0.865 -5.601 0.32
H -6.282 2.002 -6.457 0.32
H -4.676 -1.586 -7.220 0.30
C -3.648 -2.369 5.277 -1.00
N -4.709 -3.366 5.438 0.12
C -4.362 -4.782 5.719 -0.93
C -6.040 -2.988 5.324 0.17
O -6.977 -3.684 5.511 -0.54
H -2.871 -2.701 4.588 0.34
H -3.173 -2.118 6.225 0.30
H -3.984 -1.511 4.695 0.32
H -3.723 -4.758 6.602 0.34
H -5.171 -5.433 6.051 0.30
H -3.756 -5.270 4.956 0.30
H -6.096 -1.928 5.033 0.28
C 0.204 6.627 4.582 -0.92
N -0.699 5.868 3.730 0.11
C -2.015 6.478 3.363 -0.86
C -0.460 4.544 3.682 0.16
O -1.263 3.694 3.305 -0.62
H 1.169 6.156 4.769 0.24
H -0.099 6.928 5.585 0.34
H 0.490 7.615 4.220 0.33
H -1.892 7.531 3.107 0.30
H -2.455 6.028 2.474 0.28
H -2.628 6.378 4.259 0.33
H 0.580 4.273 3.922 0.30
```

## Properties
energy above the lowest of the compared OMol25 structures with the same formula, charge and spin: 1021.2 kJ/mol
E_HOMO: -0.33733 Eh
net charge: 0
energy: -2733.376508 Eh